Entry from the OMol25 dataset: 8 unconnected molecules or ions with the total composition C46H103F3O23 (ωB97M-V/def2-TZVPD).

Structure (XYZ):
```
175
Properties=species:S:1:pos:R:3:forces:R:3:lowdin_charge:R:1
C -5.959200 12.487650 2.236240 -1.13 -0.10 -1.15 -0.05
C -5.726250 13.569610 3.254020 3.52 -1.50 -0.22 -0.25
O -6.943860 14.065860 3.628520 -2.59 1.52 -0.03 0.04
C -7.463220 13.928280 4.822100 1.29 -2.01 2.98 -0.33
O -6.871780 13.471510 5.805950 -1.61 1.27 -2.17 0.13
C -9.011000 14.257980 4.879970 0.53 -0.14 0.01 -0.54
F -9.304540 15.208340 4.009760 0.09 1.35 0.27 0.17
F -9.772560 13.248410 4.481740 0.17 -1.23 0.23 0.17
F -9.378550 14.557610 6.140530 0.38 0.27 -0.92 0.16
H -6.614860 11.729100 2.663780 0.19 -0.20 0.08 0.09
H -5.132350 12.005570 1.714690 0.45 0.20 0.71 0.08
H -6.533040 12.914950 1.413900 -0.21 0.12 -0.08 0.08
H -5.059130 14.348780 2.885300 -0.52 0.40 -0.27 0.13
H -5.124860 13.146010 4.058370 -0.53 0.05 0.58 0.13
C -3.889460 12.117000 13.408280 1.76 0.80 -1.46 -0.08
O -2.623380 12.572850 13.997630 -1.87 -0.89 0.16 -0.18
C -2.866300 13.067050 15.298140 1.50 0.73 0.67 -0.20
C -1.467540 13.596070 15.886210 -1.28 -1.31 -2.39 -0.20
O -1.552460 14.012800 17.155240 0.65 1.08 3.29 -0.15
C -2.148730 15.260680 17.374850 -1.59 0.34 -0.12 -0.19
C -2.366260 15.581420 18.860500 0.22 -1.78 -1.38 -0.17
O -3.185450 14.551850 19.401800 -0.69 2.05 0.39 -0.20
C -2.643890 13.328680 19.804960 -0.16 0.15 -0.91 -0.10
H -4.622670 12.923530 13.405590 -0.33 -0.21 0.79 0.08
H -4.226500 11.112680 13.664880 -0.06 0.28 0.88 0.09
H -3.678290 12.038220 12.341830 0.29 -0.13 -0.14 0.07
H -3.279470 12.357820 16.015340 0.17 -0.68 -0.10 0.12
H -3.630660 13.843430 15.265220 0.12 0.49 -0.16 0.10
H -1.097250 14.379090 15.224500 0.21 0.03 -0.30 0.12
H -0.760930 12.769570 15.961760 -0.04 -0.16 -0.76 0.13
H -3.132630 15.147810 16.919550 -0.41 0.62 0.05 0.12
H -1.673310 16.112290 16.888190 0.60 -0.06 -0.28 0.13
H -2.897710 16.531140 18.921340 -0.04 -0.11 0.18 0.13
H -1.376570 15.668370 19.308900 0.02 -0.12 0.60 0.12
H -2.647990 12.695340 18.917840 0.39 -0.47 0.22 0.07
H -3.372650 12.940110 20.516300 0.53 -0.17 0.35 0.09
H -1.625450 13.486310 20.159980 0.00 -0.44 0.40 0.09
C -3.206300 15.373300 8.460300 0.42 -0.71 -0.23 -0.09
O -1.829470 15.596380 8.664100 -0.91 3.29 -0.25 -0.21
C -0.931050 14.554650 8.507670 -1.08 -0.24 0.37 -0.21
C -1.282990 13.615390 7.353350 1.27 -1.18 -0.93 -0.15
O -1.130530 14.005460 5.929540 0.10 1.19 1.13 -0.14
C 0.020350 14.818740 5.571170 0.74 -1.20 -0.08 -0.15
C 1.201500 13.915650 5.057130 -1.81 0.21 0.56 -0.19
O 0.776810 13.383540 3.812750 -0.47 1.89 0.26 -0.20
C 1.599070 12.357880 3.381530 -0.22 -0.35 0.05 -0.12
H -3.820740 16.249260 8.668300 0.62 0.37 -0.25 0.09
H -3.596690 14.628200 9.153510 0.02 -0.53 0.01 0.09
H -3.295390 15.036980 7.427310 -0.79 0.07 0.01 0.08
H -1.094560 14.109890 9.489280 0.79 -1.66 -0.15 0.13
H 0.045620 15.037240 8.544110 0.15 -0.37 -0.49 0.12
H -2.271340 13.180930 7.503370 -0.46 0.86 -0.45 0.11
H -0.756100 12.665690 7.445830 0.94 0.13 0.28 0.11
H 0.314930 15.502520 6.367280 0.15 -0.31 0.31 0.11
H -0.169220 15.481690 4.726970 -0.86 -0.24 -0.09 0.12
H 1.352600 13.101500 5.765950 0.12 -0.20 0.21 0.12
H 2.135880 14.470450 4.972140 0.14 0.24 -0.15 0.12
H 1.174060 11.479310 3.866890 0.85 -0.69 -0.05 0.09
H 2.620600 12.613180 3.663310 0.32 -0.63 -0.08 0.09
H 1.521430 12.249300 2.299730 0.00 0.05 0.02 0.09
C 2.667860 6.772590 5.798850 -1.67 -0.48 0.48 -0.14
O 3.421320 7.377000 4.777620 1.65 0.02 1.54 -0.16
C 4.654640 7.860220 5.363830 -0.05 1.59 -1.63 -0.17
C 4.621420 9.017080 6.427750 -1.08 -2.49 0.21 -0.14
O 4.386770 8.321900 7.668320 1.48 1.52 0.15 -0.17
C 4.636820 9.165640 8.781160 -3.31 -1.18 2.15 -0.18
C 3.368320 9.988630 9.273250 0.76 1.30 -1.99 -0.14
O 3.320620 11.227740 8.479900 0.37 -0.77 -0.43 -0.25
C 3.981590 12.367020 9.025700 -2.13 -0.54 0.84 -0.10
H 2.061640 5.951460 5.416310 -0.33 0.38 -0.63 0.08
H 2.037750 7.530170 6.264820 -0.35 -0.03 0.00 0.09
H 3.122570 6.262740 6.648190 1.27 0.36 -0.19 0.08
H 5.226210 8.271220 4.531670 -0.24 0.17 -0.38 0.11
H 5.291680 7.022660 5.648030 -0.29 -0.06 0.86 0.13
H 3.807130 9.741540 6.441260 0.12 0.23 -1.23 0.12
H 5.595040 9.506050 6.394810 0.11 0.07 0.22 0.12
H 5.481070 9.854710 8.803910 0.28 -0.30 -0.61 0.12
H 4.679820 8.412720 9.568160 0.88 0.12 0.39 0.12
H 3.361210 10.129510 10.354080 0.57 0.54 0.17 0.11
H 2.368600 9.595010 9.089620 0.38 -0.83 -0.41 0.12
H 4.937230 12.107740 9.481370 0.08 0.40 -0.07 0.08
H 3.198060 12.659480 9.724740 0.78 0.59 1.21 0.08
H 3.953910 13.230460 8.361030 0.69 -0.53 -0.64 0.08
C 0.283390 12.992830 -6.334780 -0.38 -0.66 0.44 -0.11
O 0.465910 13.186380 -4.934660 -0.93 0.66 -0.29 -0.18
C -0.766820 13.517030 -4.261250 0.18 -0.54 -0.88 -0.21
C -0.772770 12.852310 -2.928370 0.95 -0.69 0.75 -0.19
O -0.343410 11.471650 -2.963730 -0.16 -0.56 -0.20 -0.14
C -1.202690 10.394600 -3.414980 -0.67 0.07 1.27 -0.17
C -0.826470 8.942840 -2.953910 -0.16 1.32 0.94 -0.17
O -0.990470 8.576600 -1.562610 0.48 -0.27 -2.04 -0.21
C -0.039910 9.084610 -0.628400 -1.85 -0.02 0.02 -0.09
H -0.365110 13.707750 -6.841160 0.11 0.58 0.26 0.08
H -0.241050 12.043030 -6.439360 0.15 -0.35 -0.38 0.08
H 1.248920 12.960100 -6.839520 -0.03 -0.01 0.24 0.09
H -1.678510 13.157760 -4.738590 0.17 0.01 -1.00 0.12
H -0.811120 14.602750 -4.175480 -0.28 0.09 0.18 0.13
H -1.703280 12.970190 -2.373080 -0.37 -0.07 -0.27 0.13
H -0.035500 13.429100 -2.369940 0.37 -0.73 0.52 0.12
H -1.349550 10.253440 -4.485780 0.71 0.62 -0.51 0.11
H -2.226290 10.550250 -3.074230 -0.22 0.32 0.41 0.12
H 0.179610 8.751550 -3.327150 0.14 -0.41 0.14 0.12
H -1.586680 8.349280 -3.461720 0.30 -0.25 -0.15 0.12
H -0.268990 8.465100 0.238690 0.40 0.29 0.30 0.09
H -0.441590 10.088530 -0.490950 1.16 0.42 0.63 0.08
H 1.016370 8.992510 -0.881180 -0.09 0.19 -0.37 0.09
C -1.558880 19.197930 11.037040 0.13 -0.44 0.17 -0.09
O -2.827190 19.435570 11.693370 0.79 0.00 0.12 -0.15
C -2.985400 18.611610 12.834720 0.00 -2.09 0.42 -0.22
C -4.384920 18.505760 13.359060 -3.50 1.71 -0.71 -0.22
O -4.782410 17.303830 13.981080 0.82 -2.13 0.01 -0.16
C -6.122670 17.078290 14.481080 -0.42 1.11 -0.80 -0.13
C -7.234080 16.986820 13.342660 0.18 0.90 -0.22 -0.18
O -8.456440 16.328180 13.730880 0.66 -0.21 -0.12 -0.20
C -9.482660 16.006490 12.745320 1.32 0.57 0.45 -0.08
H -0.702650 19.217270 11.711270 -0.10 0.63 0.42 0.08
H -1.380090 19.868010 10.196140 -0.48 0.46 0.42 0.09
H -1.426050 18.211660 10.592370 -0.88 -0.50 0.01 0.07
H -2.433640 18.832180 13.748500 1.12 0.50 -0.52 0.13
H -2.798930 17.579080 12.539400 0.66 -0.27 0.02 0.13
H -5.052830 18.681180 12.515720 -0.09 0.00 -0.49 0.12
H -4.637800 19.340350 14.012990 0.21 0.25 0.45 0.13
H -6.256960 17.906130 15.177320 -0.80 0.16 -0.02 0.11
H -6.187270 16.176270 15.089590 0.64 -0.20 -0.32 0.12
H -6.745770 16.615640 12.441610 0.01 -1.13 0.04 0.11
H -7.441560 17.993910 12.980970 -0.43 0.48 0.41 0.11
H -9.960970 16.905200 12.355910 -0.15 0.18 0.25 0.08
H -10.190490 15.365220 13.270530 0.05 0.18 -0.10 0.09
H -9.085000 15.489590 11.871940 0.27 -0.26 0.09 0.08
C 6.409060 19.843190 6.474380 0.68 1.00 0.21 -0.12
O 6.101430 19.150380 5.285140 -0.55 -0.85 1.15 -0.17
C 5.509020 17.905330 5.718350 0.18 -0.61 -1.48 -0.19
C 6.539090 16.915480 6.333680 -0.28 0.97 0.30 -0.15
O 6.450860 16.934870 7.777350 -0.58 0.67 -0.98 -0.16
C 7.671490 16.837850 8.472950 -0.69 -0.81 0.98 -0.18
C 7.466430 17.210140 9.991230 0.61 2.09 0.08 -0.15
O 6.800390 18.481700 10.081710 -1.34 0.28 -0.16 -0.22
C 6.576830 19.041440 11.381900 -0.69 -0.60 -0.65 -0.10
H 5.510920 19.863580 7.091660 0.31 0.13 0.44 0.09
H 6.792420 20.851210 6.316180 -0.68 0.30 -0.78 0.09
H 7.291000 19.462770 6.989700 -0.29 -0.93 0.39 0.08
H 5.018000 17.525090 4.822580 0.75 -0.49 -0.48 0.12
H 4.591690 17.988910 6.301120 0.39 0.67 1.02 0.12
H 7.527390 17.229870 5.998240 0.19 0.35 0.13 0.12
H 6.447870 15.924340 5.889360 -0.46 -0.36 0.43 0.12
H 8.478940 17.421570 8.030910 -0.12 0.41 -0.03 0.12
H 7.918190 15.784640 8.338870 0.80 -0.21 0.69 0.12
H 8.368020 17.593300 10.469180 1.20 -1.50 -0.29 0.11
H 7.023110 16.484810 10.673470 -0.34 -0.38 -0.50 0.12
H 5.950120 19.915210 11.203440 0.53 0.30 -0.02 0.08
H 7.465970 19.253180 11.975780 0.39 0.22 -0.36 0.08
H 5.940600 18.438230 12.029550 -0.03 -0.68 -0.10 0.08
C 3.682020 23.537140 9.004830 0.08 0.72 -1.64 -0.06
O 3.626900 24.978480 9.197190 -0.54 -1.21 2.01 -0.17
C 4.305010 25.852590 8.385310 1.09 -0.97 -2.84 -0.23
C 3.637780 25.870670 6.952990 -0.31 0.31 1.29 -0.14
O 3.639800 24.581760 6.321800 2.97 0.62 3.06 -0.16
C 2.601630 24.239970 5.531680 -1.79 0.64 -0.58 -0.24
C 2.403150 22.728120 5.384270 0.32 1.14 -0.44 -0.20
O 1.259780 22.549900 4.596590 -0.70 -0.55 -0.82 -0.18
C 0.963890 21.172830 4.365940 0.54 -0.25 0.37 -0.10
H 4.588360 23.214060 8.492710 0.50 0.25 0.36 0.09
H 2.938660 23.265710 8.255270 -0.39 -0.01 0.31 0.06
H 3.523300 22.930370 9.896310 0.05 0.78 0.35 0.09
H 5.360510 25.625810 8.235000 0.38 -1.06 -0.07 0.11
H 4.494890 26.832850 8.822470 -1.35 0.28 0.19 0.12
H 4.079480 26.664910 6.351180 0.27 -0.17 -0.40 0.12
H 2.620400 26.190130 7.178800 -0.42 -0.17 -0.33 0.12
H 2.869790 24.736120 4.598920 -1.04 -0.45 -0.90 0.14
H 1.686820 24.655700 5.954040 -0.44 0.19 -0.26 0.13
H 2.193540 22.198730 6.313730 0.83 0.14 0.37 0.12
H 3.309100 22.456090 4.842650 0.12 -1.08 0.24 0.13
H 0.159780 20.771560 4.982780 -0.53 0.55 0.01 0.08
H 1.793460 20.541640 4.684550 0.44 0.04 -0.31 0.07
H 0.761810 20.971720 3.313880 -0.05 0.25 0.04 0.09
```
Forces are in eV/Å.

Its HOMO-LUMO gap is 9.475 eV. As for the SMILES: CCOC(=O)C(F)(F)F.COCCOCCOC.COCCOCCOC.COCCOCCOC.COCCOCCOC.COCCOCCOC.COCCOCCOC.COCCOCCOC. The calculation puts the total energy at -3843.85520 Ha. Its HOMO energy is -9.29 eV. The charge is 0. As for the energy relative to the best compared isomer or geometry (same formula, charge and spin): 110.2 kcal per mole.